Below is a molecular structure, C38H40BIrN7OS, with properties calculated with ωB97M-V/def2-TZVPD.

```
! wB97M-V def2-TZVPD RIJCOSX def2/J DEFGRID3
* xyz 1 1
Ir -0.25 0.69 -0.19
C 2.76 -1.01 -1.78
C 2.92 0.10 -0.79
C 4.14 0.58 -0.29
C 3.82 1.57 0.61
C 4.74 2.40 1.44
N 2.48 1.66 0.65
N 1.92 0.77 -0.20
B 1.62 2.55 1.56
N 0.72 3.43 0.70
N -0.17 2.89 -0.18
C -0.81 3.90 -0.78
C -1.87 3.75 -1.82
C -0.31 5.11 -0.28
C 0.65 4.77 0.65
C 1.49 5.68 1.48
N 0.72 1.65 2.42
N -0.16 0.78 1.89
C -0.74 0.12 2.89
C -1.76 -0.95 2.71
C -0.22 0.59 4.10
C 0.69 1.57 3.76
C 1.54 2.39 4.67
H 3.74 -1.37 -2.07
H 2.22 -0.70 -2.67
H 2.20 -1.83 -1.34
H 5.13 0.24 -0.56
H 5.77 2.17 1.19
H 4.59 2.21 2.50
H 4.57 3.46 1.27
H 2.33 3.20 2.25
H -2.11 2.71 -1.98
H -1.54 4.19 -2.76
H -2.77 4.27 -1.51
H -0.62 6.10 -0.57
H 1.24 6.71 1.25
H 2.55 5.52 1.29
H 1.31 5.51 2.55
H -1.99 -1.10 1.66
H -2.68 -0.69 3.23
H -1.40 -1.89 3.14
H -0.49 0.25 5.09
H 1.30 2.15 5.71
H 1.36 3.46 4.51
H 2.60 2.20 4.51
C 0.37 1.01 -4.47
C -0.87 0.62 -4.97
C -1.89 0.37 -4.08
C -1.68 0.50 -2.71
N -0.44 0.76 -2.24
C 0.53 1.08 -3.11
C -2.72 0.52 -1.68
C -4.08 0.36 -1.94
C -5.00 0.52 -0.92
C -4.57 0.85 0.36
C -3.22 1.01 0.62
C -2.27 0.80 -0.38
H 1.18 1.27 -5.13
H -1.02 0.54 -6.03
H -2.88 0.13 -4.43
H 1.47 1.41 -2.68
H -4.42 0.15 -2.95
H -6.06 0.42 -1.13
H -5.30 1.01 1.15
H -2.91 1.30 1.62
O -0.20 -1.56 -0.11
S 0.53 -2.75 0.45
C -0.77 -3.81 1.10
C -0.41 -4.83 1.97
C -1.40 -5.60 2.56
C -2.74 -5.33 2.28
C -3.08 -4.31 1.40
C -2.09 -3.54 0.81
C 0.93 -3.77 -0.96
C 2.11 -4.50 -0.93
C 2.49 -5.22 -2.05
C 1.70 -5.20 -3.19
C 0.52 -4.46 -3.21
C 0.13 -3.74 -2.09
H 0.64 -5.02 2.18
H -1.13 -6.39 3.24
H -3.51 -5.93 2.75
H -4.12 -4.10 1.19
H -2.35 -2.73 0.14
H 2.73 -4.50 -0.04
H 3.42 -5.78 -2.04
H 2.00 -5.76 -4.07
H -0.10 -4.45 -4.10
H -0.77 -3.15 -2.10
*
```

Properties
F_max: 2.751 eV Å⁻¹
E_HOMO: -10.49 eV
HOMO-LUMO gap: 0.2990 Ha
Molecular weight: 845.9 Da
Energy: -2457.92417 hartree


Below is a molecular structure, C38H40N3OP2PtSe2, with properties calculated with ωB97M-V/def2-TZVPD.

```
! wB97M-V def2-TZVPD RIJCOSX def2/J DEFGRID3
* xyz 3 1
Pt -0.66 -2.26 1.69
C -0.43 -5.28 -1.25
C 0.35 -5.21 0.06
C 0.79 -6.61 0.50
C -0.44 -4.57 1.19
C -1.88 -4.57 1.19
C -2.59 -4.05 2.23
C -1.90 -3.43 3.32
C -2.67 -2.79 4.44
C -0.49 -3.61 3.43
C 0.23 -4.24 2.39
H 0.24 -5.61 -2.05
H -0.85 -4.32 -1.54
H -1.23 -6.02 -1.20
H 1.24 -4.59 -0.08
H -0.08 -7.24 0.71
H 1.42 -6.59 1.39
H 1.36 -7.08 -0.30
H -2.40 -4.97 0.33
H -3.67 -4.05 2.23
H -2.66 -1.70 4.37
H -2.23 -3.06 5.40
H -3.70 -3.11 4.42
H 0.02 -3.27 4.32
H 1.30 -4.38 2.47
Se 0.78 -0.70 -3.85
P 1.15 1.32 -2.77
C 0.02 2.60 -3.22
C 0.33 3.90 -2.82
C -0.55 4.92 -3.12
C -1.72 4.65 -3.83
C -2.02 3.35 -4.22
C -1.16 2.31 -3.92
C 2.83 1.81 -2.72
C 3.28 2.76 -3.64
C 4.62 3.06 -3.70
C 5.51 2.41 -2.85
C 5.07 1.45 -1.94
C 3.73 1.14 -1.88
C 0.67 0.28 -1.37
C 0.33 0.04 -0.06
N -0.05 -1.27 -0.01
N 0.02 -1.83 -1.19
N 0.45 -0.90 -1.99
P 0.23 1.06 1.44
Se -1.18 -0.07 2.64
C -0.43 2.63 0.92
C 0.06 3.82 1.46
C -0.55 5.02 1.13
C -1.65 5.03 0.28
C -2.14 3.84 -0.25
C -1.55 2.64 0.07
C 1.87 1.23 2.11
C 2.81 2.02 1.43
C 4.08 2.16 1.95
C 4.42 1.52 3.14
C 3.49 0.74 3.81
C 2.21 0.60 3.30
H 1.23 4.12 -2.26
H -0.33 5.94 -2.82
H -2.39 5.45 -4.08
H -2.93 3.15 -4.77
H -1.39 1.30 -4.24
H 2.58 3.26 -4.31
H 4.98 3.79 -4.41
H 6.57 2.64 -2.91
H 5.77 0.95 -1.30
H 3.38 0.39 -1.17
H 0.90 3.81 2.14
H -0.18 5.94 1.55
H -2.13 5.97 0.04
H -3.01 3.85 -0.91
H -1.95 1.71 -0.32
H 2.54 2.54 0.52
H 4.81 2.78 1.44
H 5.42 1.64 3.55
H 3.76 0.26 4.74
H 1.47 0.01 3.83
C -5.60 -1.02 -0.11
C -4.38 -1.12 0.77
O -3.27 -1.74 0.11
H -6.43 -0.57 0.43
H -5.92 -2.01 -0.45
H -5.40 -0.39 -0.99
H -4.60 -1.73 1.65
H -4.07 -0.13 1.12
H -3.44 -1.70 -0.84
*
```

Properties
F_max: 0.219 eV Å⁻¹
E_HOMO: -15.98 eV
HOMO-LUMO gap: 0.2444 Ha
Molecular weight: 969.7 Da
Energy: -7315.50516 hartree


Below is a molecular structure, C38H40N8O3S2SeTl, with properties calculated with ωB97M-V/def2-TZVPD.

```
! wB97M-V def2-TZVPD RIJCOSX def2/J DEFGRID3
* xyz -1 1
Tl 0.54 -1.48 -0.46
C 3.48 1.56 -3.04
N 2.16 1.08 -3.38
C 1.09 1.90 -3.71
C 0.02 1.11 -3.91
N 0.45 -0.20 -3.70
C 1.78 -0.22 -3.35
S 2.78 -1.51 -2.96
C -0.42 -1.31 -3.89
C -1.38 -1.23 -4.89
C -2.23 -2.31 -5.05
C -2.09 -3.42 -4.24
C -1.09 -3.39 -3.28
N -0.28 -2.35 -3.10
H 3.70 2.44 -3.65
H 4.20 0.77 -3.25
H 3.53 1.81 -1.99
H 1.17 2.97 -3.74
H -1.01 1.37 -4.08
H -1.45 -0.36 -5.52
H -3.00 -2.28 -5.81
H -2.74 -4.28 -4.33
H -0.95 -4.23 -2.60
C -4.82 -1.10 0.14
N -4.05 -1.50 1.31
C -3.16 -2.52 1.37
Se -2.64 -3.65 0.03
N -2.72 -2.57 2.65
C -3.28 -1.56 3.41
C -3.13 -1.18 4.73
C -3.87 -0.08 5.15
C -4.72 0.60 4.29
C -4.87 0.21 2.96
C -4.14 -0.88 2.54
H -4.54 -1.76 -0.68
H -4.56 -0.09 -0.15
H -5.88 -1.20 0.36
H -1.94 -3.16 2.90
H -2.46 -1.70 5.40
H -3.78 0.26 6.18
H -5.28 1.46 4.65
H -5.52 0.75 2.28
N 2.33 2.46 1.30
C 1.42 3.22 0.59
C 0.97 2.40 -0.41
N 1.59 1.18 -0.32
C 2.39 1.24 0.72
H 2.86 2.75 2.11
H 1.18 4.23 0.85
H 0.23 2.61 -1.16
H 3.00 0.44 1.11
C 0.00 0.13 4.25
C -0.69 0.45 2.96
C -1.13 1.88 2.75
O -0.91 -0.38 2.11
H -0.56 0.56 5.09
H 1.00 0.57 4.23
H 0.13 -0.94 4.37
H -0.34 2.58 3.03
H -1.99 2.07 3.41
H -1.42 2.03 1.72
C -2.10 0.15 -1.22
C -2.62 1.23 -1.91
C -3.34 1.08 -3.15
C -3.78 2.17 -3.89
C -3.56 3.48 -3.47
C -2.91 3.66 -2.24
C -2.47 2.59 -1.49
H -2.34 -0.86 -1.55
H -1.73 0.26 -0.20
H -3.55 0.08 -3.51
H -4.31 1.98 -4.81
H -3.91 4.33 -4.05
H -2.75 4.66 -1.86
H -1.98 2.79 -0.54
O 8.99 -0.67 0.56
C 8.19 0.19 1.25
O 8.63 1.27 1.55
C 6.83 -0.29 1.58
C 6.06 0.49 2.44
C 4.79 0.10 2.81
C 4.20 -1.10 2.33
S 2.60 -1.57 2.77
C 5.00 -1.86 1.45
C 6.27 -1.47 1.09
H 8.53 -1.51 0.43
H 6.48 1.41 2.83
H 4.21 0.71 3.49
H 4.57 -2.77 1.03
H 6.79 -2.11 0.38
N 2.04 -5.07 1.07
C 2.08 -4.00 0.60
H 2.17 -5.56 1.94
*
```

Properties
F_max: 0.649 eV Å⁻¹
E_HOMO: -2.75 eV
HOMO-LUMO gap: 0.1832 Ha
Molecular weight: 1004.3 Da
Energy: -5506.17233 hartree


Below is a molecular structure, C38H41BCaF4N9, with properties calculated with ωB97M-V/def2-TZVPD.

```
! wB97M-V def2-TZVPD RIJCOSX def2/J DEFGRID3
* xyz -1 1
Ca 0.29 0.16 0.32
C 3.35 -0.84 2.60
C 2.82 -2.27 2.49
C 1.53 -2.46 1.68
N 1.53 -1.72 0.42
C 2.28 -2.07 -0.59
C 2.91 -3.34 -0.70
C 3.91 -3.79 -1.54
C 4.65 -3.13 -2.51
C 4.43 -1.82 -2.91
C 3.41 -0.94 -2.60
C 2.27 -1.07 -1.74
N 1.22 -0.29 -1.80
C 1.09 0.64 -2.91
C 1.56 2.07 -2.62
C 0.63 2.87 -1.70
N 0.62 2.39 -0.32
C 1.26 3.07 0.60
C 2.15 4.16 0.35
C 2.52 5.22 1.17
C 2.10 5.56 2.44
C 1.28 4.77 3.24
C 0.87 3.47 3.07
C 1.16 2.54 2.02
N 1.22 1.24 2.14
C 1.32 0.60 3.44
C 2.74 0.07 3.67
H 3.28 -0.34 1.63
H 4.42 -0.91 2.81
H 2.63 -2.68 3.49
H 3.60 -2.89 2.03
H 0.68 -2.10 2.28
H 1.34 -3.53 1.53
H 2.57 -4.05 0.03
H 4.20 -4.83 -1.37
H 5.47 -3.66 -2.97
H 5.15 -1.42 -3.62
H 3.48 0.02 -3.10
H 0.03 0.69 -3.17
H 1.60 0.26 -3.81
H 1.62 2.60 -3.57
H 2.57 2.05 -2.19
H -0.39 2.77 -2.09
H 0.87 3.94 -1.75
H 2.56 4.18 -0.65
H 3.21 5.92 0.70
H 2.42 6.51 2.84
H 0.94 5.22 4.16
H 0.28 3.05 3.88
H 0.59 -0.21 3.49
H 1.07 1.28 4.27
H 2.73 -0.45 4.64
H 3.39 0.94 3.79
C -2.10 -2.99 0.66
N -1.16 -3.26 -0.40
C -1.66 -3.52 -1.71
C -2.10 -2.31 -2.49
N -2.93 -1.39 -2.08
C -3.00 -0.49 -3.14
C -3.69 0.71 -3.23
C -3.55 1.45 -4.39
C -2.75 1.00 -5.45
C -2.06 -0.20 -5.38
C -2.20 -0.93 -4.20
N -1.63 -2.10 -3.76
C -2.61 -1.58 0.78
N -1.93 -0.48 0.54
C -2.78 0.56 0.95
C -2.60 1.94 0.94
C -3.61 2.73 1.45
C -4.80 2.17 1.95
C -5.00 0.80 1.95
C -3.97 0.02 1.43
N -3.83 -1.35 1.29
H -1.63 -3.23 1.62
H -2.95 -3.66 0.57
H -0.39 -2.59 -0.42
H -2.50 -4.22 -1.66
H -0.87 -4.03 -2.28
H -4.29 1.05 -2.40
H -4.07 2.39 -4.49
H -2.66 1.61 -6.34
H -1.43 -0.53 -6.19
H -0.93 -2.66 -4.23
H -1.68 2.39 0.57
H -3.49 3.80 1.47
H -5.56 2.81 2.35
H -5.89 0.36 2.36
H -4.35 -2.04 1.81
F -1.99 -2.48 5.28
B -2.55 -1.93 4.14
F -3.25 -2.94 3.42
F -3.44 -0.91 4.44
F -1.54 -1.44 3.29
*
```

Properties
F_max: 0.921 eV Å⁻¹
E_HOMO: -4.34 eV
HOMO-LUMO gap: 0.2454 Ha
Molecular weight: 750.7 Da
Energy: -3067.81694 hartree


Below is a molecular structure, C38H41CaN8O10S2, with properties calculated with ωB97M-V/def2-TZVPD.

```
! wB97M-V def2-TZVPD RIJCOSX def2/J DEFGRID3
* xyz 1 1
Ca -0.86 0.48 -0.76
O 1.26 -2.53 -3.18
C 0.37 -1.85 -2.51
O 0.52 -1.38 -1.39
C -0.96 -1.73 -3.21
C -1.24 -2.26 -4.46
C -2.49 -2.02 -4.99
C -3.40 -1.24 -4.28
C -3.01 -0.74 -3.05
N -1.81 -0.99 -2.53
C -3.80 0.20 -2.20
O -5.12 0.28 -2.37
O -3.26 0.89 -1.37
H 2.12 -2.48 -2.72
H -0.49 -2.83 -4.99
H -2.76 -2.41 -5.96
H -4.37 -1.01 -4.71
H -5.43 -0.38 -3.00
S -2.09 -2.57 0.57
C -0.83 -3.58 0.93
N -0.41 -3.85 2.16
C 0.82 -4.61 2.37
C 1.84 -4.17 1.34
N 1.27 -4.37 0.01
C 2.16 -4.92 -1.01
C 3.48 -4.19 -1.12
C 4.62 -4.90 -1.48
C 5.82 -4.23 -1.69
C 5.90 -2.86 -1.53
C 4.77 -2.15 -1.17
C 3.56 -2.81 -0.96
C -0.05 -4.26 -0.20
S -0.86 -4.84 -1.51
C -1.05 -3.28 3.35
C -0.31 -2.08 3.88
C -0.20 -1.87 5.25
C 0.41 -0.73 5.75
C 0.90 0.23 4.88
C 0.81 0.04 3.51
C 0.22 -1.11 3.02
H 0.62 -5.68 2.29
H 1.19 -4.39 3.37
H 2.74 -4.77 1.42
H 2.11 -3.12 1.51
H 1.62 -4.87 -1.96
H 2.32 -5.99 -0.81
H 4.57 -5.97 -1.60
H 6.70 -4.80 -1.97
H 6.84 -2.34 -1.70
H 4.81 -1.07 -1.05
H 2.69 -2.24 -0.68
H -1.09 -4.07 4.11
H -2.07 -3.02 3.07
H -0.59 -2.62 5.94
H 0.49 -0.59 6.82
H 1.37 1.13 5.27
H 1.17 0.79 2.82
H 0.14 -1.27 1.95
N -2.29 0.53 1.40
C -2.47 1.97 1.59
C -2.94 2.40 3.00
C -4.37 2.96 3.09
C -4.64 4.15 2.16
N -3.47 5.02 2.02
C -3.05 5.90 2.91
N -3.88 6.44 3.81
N -1.76 6.24 2.89
C -1.15 2.69 1.22
O -1.17 3.94 1.23
O -0.16 1.98 0.93
H -3.16 0.03 1.47
H -1.68 0.16 2.13
H -3.20 2.29 0.84
H -2.25 3.13 3.41
H -2.88 1.53 3.66
H -4.55 3.25 4.13
H -5.10 2.18 2.85
H -5.51 4.71 2.50
H -4.88 3.81 1.15
H -2.68 4.60 1.48
H -4.87 6.35 3.70
H -3.55 7.15 4.44
H -1.13 5.69 2.32
H -1.41 7.00 3.44
O 1.01 0.28 -3.64
C 0.83 1.41 -3.17
O -0.17 1.78 -2.48
C 1.89 2.47 -3.43
C 1.79 3.73 -2.86
C 2.78 4.68 -3.08
C 3.87 4.38 -3.88
C 3.95 3.11 -4.43
C 2.98 2.15 -4.23
N 5.11 2.78 -5.27
O 5.97 3.63 -5.42
O 5.17 1.66 -5.74
H 0.94 3.95 -2.24
H 2.70 5.66 -2.63
H 4.66 5.09 -4.07
H 3.06 1.17 -4.68
*
```

Properties
F_max: 0.396 eV Å⁻¹
E_HOMO: -10.18 eV
HOMO-LUMO gap: 0.2822 Ha
Molecular weight: 874.0 Da
Energy: -4137.13842 hartree